[1]
C8H10ClN3O3 | wB97M-V/def2-TZVPD

```
25
Properties=species:S:1:pos:R:3:forces:R:3
C 0.043 -0.412 0.523 3.48 -1.18 -5.29
C 1.238 -0.864 -1.099 -1.72 -0.79 5.48
C -0.287 -1.573 1.134 -0.18 -0.62 0.44
C 1.717 -2.200 -1.065 0.39 0.03 0.02
C -0.834 1.450 1.960 1.20 -0.09 0.80
C -1.680 0.867 -0.338 -1.09 0.37 0.13
C 0.541 2.100 0.051 1.04 0.39 1.78
C -0.435 0.948 0.542 0.66 2.11 0.99
N 0.161 -2.790 0.847 1.67 -1.40 -1.12
N 1.129 -3.050 0.006 -1.70 2.74 0.30
N 0.930 -0.316 -2.327 2.32 -0.15 -1.76
O -0.200 0.005 -2.530 -2.21 0.95 -0.62
O 2.473 -2.820 -1.793 -0.53 0.38 0.26
O 1.824 -0.272 -3.183 -0.50 -0.05 0.97
Cl -1.602 -1.671 2.307 0.35 0.13 -0.13
H 0.039 1.332 2.706 -1.29 0.28 -1.19
H -1.059 2.529 1.823 -0.02 -0.72 0.45
H -1.679 0.904 2.367 -0.13 0.23 0.02
H -1.549 1.131 -1.375 0.33 0.27 0.01
H -2.299 1.590 0.179 -0.84 0.01 -0.39
H -2.160 -0.118 -0.358 -0.04 0.20 0.31
H 1.432 2.194 0.844 -1.74 -0.36 -1.95
H 0.087 3.164 0.029 0.19 -2.03 0.07
H 0.897 1.866 -0.937 0.46 0.09 -0.26
H 1.272 -3.995 -0.313 -0.09 -0.78 0.68
```
Forces are in eV/Å.

## Properties
total charge: 0
E_tot: -1160.7107 hartree
gap between HOMO and LUMO (spin up / spin down): 0.237 / 0.237 hartree
molecular weight: 231.639 g/mol

---

[2]
C8H10ClNO | wB97M-V/def2-TZVPD

```
21
Properties=species:S:1:pos:R:3:forces:R:3
C -0.608 2.919 0.375 -0.48 -2.16 -0.91
C -1.249 1.790 -0.046 0.81 1.82 0.87
Cl -2.212 1.882 -1.463 -0.43 -0.21 -0.36
C -1.010 0.435 0.635 1.49 0.89 0.96
O -0.524 0.436 1.763 -1.34 -0.19 -1.50
C -1.242 -0.773 -0.226 -0.98 -0.43 -1.68
C -0.489 -2.061 0.135 -0.79 -0.46 -1.96
C 0.940 -1.920 -0.320 2.14 -2.29 -0.88
C 1.758 -0.819 0.366 -1.20 -0.01 -1.16
C 1.746 0.395 -0.137 0.88 -1.39 0.61
N 2.008 1.439 -0.675 -0.76 2.86 -0.40
H -0.562 3.854 -0.184 -0.40 -0.29 0.27
H 0.081 2.724 1.171 0.12 0.38 0.68
H -2.405 -0.843 -0.207 1.85 -0.21 -0.42
H -0.853 -0.596 -1.357 -1.41 0.17 2.50
H -0.280 -2.295 1.151 -1.31 -0.11 1.25
H -0.958 -2.958 -0.468 0.76 1.64 1.51
H 1.389 -2.883 0.072 -0.07 0.85 -0.66
H 1.052 -2.045 -1.468 -0.04 0.90 1.75
H 2.085 -0.934 1.390 0.06 -0.13 -0.03
H 1.333 2.253 -0.510 1.10 -1.63 -0.42
```
Forces are in eV/Å.

## Properties
total charge: 0
E_tot: -900.9063 hartree
gap between HOMO and LUMO: 0.301 hartree
molecular weight: 171.627 g/mol
structure (SMILES): C=C(Cl)C(=O)CCCC=C=N

---

[3]
C8H10F6N2O4PtS2Se | wB97M-V/def2-TZVPD

```
34
Properties=species:S:1:pos:R:3:forces:R:3
Pt 0.534 -0.489 -0.314 -0.09 -0.04 -0.06
F -0.825 -3.839 -0.384 0.00 0.01 -0.01
C -1.931 -3.667 0.339 -0.01 0.01 0.00
F -2.954 -3.450 -0.476 0.00 -0.01 0.00
F -2.157 -4.756 1.059 0.00 -0.01 0.01
S -1.729 -2.208 1.450 -0.05 0.00 -0.05
O -1.365 -1.136 0.515 0.03 0.00 0.00
O -2.961 -2.059 2.132 0.01 0.00 0.01
N -0.570 -2.602 2.422 0.03 0.03 0.05
S 0.961 -2.402 2.225 -0.03 -0.01 -0.06
O 1.346 -2.102 0.826 0.03 -0.06 0.08
O 1.580 -1.623 3.240 0.01 0.00 0.00
C 1.606 -4.120 2.403 0.02 0.01 0.00
F 1.026 -4.921 1.520 0.00 -0.01 0.00
F 2.917 -4.100 2.186 0.01 0.00 0.00
F 1.365 -4.558 3.627 0.00 0.01 0.00
C 4.240 1.337 -1.243 0.06 -0.02 0.01
C 3.423 0.315 -0.440 -0.07 0.10 -0.13
C 4.113 -1.077 -0.562 0.01 -0.07 -0.03
C 3.307 0.733 1.024 -0.03 -0.02 -0.01
C 2.130 0.057 -1.100 -0.06 0.03 0.16
H 5.228 1.438 -0.790 0.00 -0.03 0.00
H 3.754 2.309 -1.247 0.01 0.01 0.00
H 4.371 1.011 -2.277 -0.01 0.01 0.00
H 5.129 -0.948 -0.186 0.00 -0.01 0.00
H 4.177 -1.415 -1.597 0.00 0.01 0.00
H 3.604 -1.831 0.033 0.02 -0.01 0.01
H 4.306 0.879 1.438 0.00 0.00 -0.01
H 2.800 -0.017 1.627 0.00 0.00 0.01
H 2.763 1.674 1.104 0.01 0.01 0.01
H 2.152 0.140 -2.191 0.10 -0.01 0.02
Se -0.673 1.146 -1.585 0.11 -0.01 0.02
C 0.683 2.393 -1.687 -0.05 0.06 0.04
N 1.560 3.142 -1.728 -0.05 0.01 -0.06
```
Forces are in eV/Å.

## Properties
total charge: 0
E_tot: -4637.5590 hartree
gap between HOMO and LUMO: 0.279 hartree
molecular weight: 650.338 g/mol

---

[4]
C8H10FO4S | wB97M-V/def2-TZVPD

```
24
Properties=species:S:1:pos:R:3:forces:R:3
C 1.614 3.013 1.253 2.58 0.06 -1.87
C 0.193 -0.399 -1.654 1.16 -2.52 0.49
C 0.045 0.548 -0.721 -1.12 -0.76 -0.87
C 0.669 2.112 1.146 1.08 -0.79 -1.00
C 1.820 0.033 0.925 2.02 -1.50 0.72
C -0.625 -0.705 -2.886 -2.31 1.92 2.33
C -0.699 2.419 1.533 -0.26 -5.93 0.91
C 0.950 0.821 0.390 -1.96 1.78 0.41
O -1.075 -2.291 0.723 0.07 -1.13 -0.28
O 2.673 -0.621 1.387 -0.82 0.52 -0.35
O -1.636 -4.331 -0.546 -0.83 -0.13 -0.63
O -1.538 -4.362 1.891 0.04 -0.58 0.53
F 0.428 -4.164 0.468 0.31 0.10 0.59
S -1.129 -3.756 0.662 0.45 1.80 -0.24
H 2.532 2.974 0.622 -0.48 -0.68 0.84
H 1.549 3.972 1.657 -0.79 1.31 1.10
H 0.877 -1.329 -1.435 -0.49 2.33 -0.31
H -0.930 1.091 -0.671 1.14 -0.02 -0.50
H -0.388 -0.084 -3.703 0.51 1.12 -1.00
H -1.732 -0.473 -2.643 1.48 -0.80 -0.57
H -0.443 -1.677 -3.221 -0.22 -1.71 -0.19
H -1.235 2.621 0.696 -1.75 0.90 -2.49
H -0.747 3.160 2.198 -0.32 2.90 2.66
H -1.171 1.429 1.931 0.53 1.80 -0.29
```
Forces are in eV/Å.

## Properties
total charge: -1
E_tot: -1109.8371 hartree
gap between HOMO and LUMO: 0.298 hartree
molecular weight: 221.229 g/mol

---

[5]
C8H10I2NO | wB97M-V/def2-TZVPD

```
22
Properties=species:S:1:pos:R:3:forces:R:3
C 0.847 -1.856 1.022 -1.69 -1.14 0.77
C 1.711 0.383 0.409 1.46 -1.21 0.01
C 2.077 -2.400 0.853 2.98 -1.15 -0.99
C 3.032 -0.258 0.356 -4.13 -1.35 0.05
C 0.745 -0.543 0.727 -1.12 2.52 -0.68
C 3.227 -1.644 0.420 -2.58 1.40 1.07
C -2.523 1.315 0.556 -2.47 3.46 1.29
C -1.901 0.168 -0.019 1.32 -2.55 -0.78
N -1.562 0.343 -1.494 3.01 1.40 0.71
O 4.434 -2.173 0.196 -0.31 -0.83 0.19
I -1.270 3.181 0.364 -0.42 -0.90 -0.17
I -3.002 -1.618 0.179 0.27 0.18 0.22
H 0.022 -2.523 1.420 0.87 1.10 -0.72
H 1.598 1.481 0.191 0.00 -1.47 0.45
H 2.198 -3.470 0.968 0.06 0.00 0.20
H 3.838 0.314 0.206 2.94 2.38 -0.72
H -3.508 1.626 0.025 1.56 -0.46 0.58
H -2.801 1.392 1.665 0.78 -0.97 -1.65
H -1.296 1.460 -1.459 -0.49 -2.69 -0.90
H -2.328 0.089 -2.127 -0.03 0.41 0.07
H -0.669 -0.262 -1.798 -2.34 1.73 1.07
H 4.994 -1.508 -0.206 0.32 0.14 -0.08
```
Forces are in eV/Å.

## Properties
total charge: +1
E_tot: -1035.7797 hartree
gap between HOMO and LUMO (spin up / spin down): 0.292 / 0.254 hartree
molecular weight: 389.982 g/mol

---

[6]
C8H10IN2 | wB97M-V/def2-TZVPD

```
21
Properties=species:S:1:pos:R:3:forces:R:3
C 1.652 1.005 1.233 1.43 0.95 -0.07
C 1.611 -1.197 1.256 2.34 -1.13 0.74
C 0.494 1.091 0.436 2.71 -0.32 1.78
C 0.547 -1.191 0.412 -0.77 -2.45 0.42
C -1.724 0.265 -2.265 3.26 0.20 -0.17
C -1.862 0.141 -0.974 0.93 -0.76 0.52
C 0.085 2.468 0.175 -1.40 0.57 -2.57
C -0.075 -2.461 0.070 -0.49 -4.15 -0.74
N 2.278 -0.105 1.576 -0.98 0.17 0.52
N -0.012 -0.081 0.067 -3.21 3.48 -2.63
I -3.314 -0.179 0.393 0.25 0.20 -0.04
H 2.198 1.910 1.556 -0.70 -0.27 -0.37
H 2.024 -2.143 1.653 -0.38 0.47 -0.51
H -2.412 0.532 -3.049 -0.81 -0.17 0.36
H -0.654 0.226 -2.672 -1.48 0.03 0.67
H -0.889 2.398 -0.359 0.55 0.81 0.37
H 0.027 3.042 1.060 -0.58 0.26 1.23
H 0.807 3.112 -0.407 -0.56 -1.25 0.04
H -0.971 -2.474 -0.529 -0.69 0.91 0.16
H 0.469 -3.221 -0.581 0.48 1.41 0.75
H -0.279 -3.135 0.949 0.10 1.06 -0.46
```
Forces are in eV/Å.

## Properties
total charge: +1
E_tot: -717.6613 hartree
gap between HOMO and LUMO: 0.303 hartree
molecular weight: 261.086 g/mol

---

[7]
C8H10IP | wB97M-V/def2-TZVPD

```
20
Properties=species:S:1:pos:R:3:forces:R:3
C 1.416 -2.729 0.541 -2.42 3.72 -0.09
C 1.418 -2.040 -0.707 0.33 -1.70 -0.46
C 0.683 -2.257 1.641 -0.91 2.55 -1.20
C 0.631 -0.893 -0.873 1.21 -1.31 1.90
C 0.017 -1.033 1.501 2.53 -1.40 -4.28
C -0.009 -0.312 0.255 1.24 -2.00 -0.55
C -0.832 1.586 -1.347 1.11 -2.50 3.34
C -0.701 0.871 0.000 -3.00 0.97 0.22
P -1.535 1.546 1.507 0.08 0.94 0.65
I -3.545 -0.416 -0.175 0.68 0.05 -0.14
H 1.850 -3.602 0.735 2.25 -3.55 -0.12
H 1.984 -2.610 -1.547 -1.16 1.55 1.33
H 0.487 -2.654 2.620 0.72 -1.00 -0.02
H 0.509 -0.391 -1.787 0.17 0.24 -1.20
H -0.484 -0.710 2.283 -2.42 1.73 3.49
H -1.421 2.393 -1.323 -2.26 3.07 0.57
H 0.087 1.845 -1.683 3.21 1.08 -0.88
H -1.197 0.969 -2.056 -1.36 -2.31 -2.21
H -0.881 2.828 1.584 0.46 -0.35 -0.09
H -2.591 2.173 0.881 -0.47 0.22 -0.26
```
Forces are in eV/Å.

## Properties
total charge: 0
E_tot: -949.7584 hartree
gap between HOMO and LUMO (spin up / spin down): 0.202 / 0.201 hartree
molecular weight: 264.046 g/mol

---

[8]
C8H10InN2O3 | wB97M-V/def2-TZVPD

```
24
Properties=species:S:1:pos:R:3:forces:R:3
C -0.995 -0.302 -2.008 1.10 2.17 0.24
C 0.421 -0.082 -2.108 -1.33 0.99 0.41
C 0.699 1.269 -1.721 -1.07 -0.91 0.63
C -0.561 1.900 -1.364 -0.02 -1.93 -0.11
C -1.601 0.930 -1.583 1.65 -0.45 -0.15
In 0.149 0.862 1.230 -1.45 -0.28 -0.81
C 1.307 -2.334 0.566 0.40 -1.60 -0.54
C 0.298 -3.244 0.589 3.87 3.88 0.23
C -0.902 -3.597 0.734 -4.86 0.93 1.88
N -1.886 0.962 2.225 1.14 -3.23 -3.61
H 1.662 1.752 -1.713 0.13 0.05 -0.05
H 1.137 -0.799 -2.458 0.27 -0.21 -0.02
H -0.693 2.917 -1.061 -0.06 0.43 0.01
H -2.654 1.110 -1.483 -0.26 0.02 0.20
H -1.503 -1.212 -2.226 -0.29 -0.49 -0.13
H 1.842 -2.185 -0.409 -1.18 0.60 0.85
H -1.933 -0.105 1.087 -0.30 2.91 3.04
H 1.867 -1.931 1.438 -0.35 -1.07 -0.41
H -1.330 -4.485 0.407 -0.21 -2.11 -0.04
H -1.777 -2.972 1.300 2.34 -0.59 -1.90
O 2.242 3.883 2.666 -0.57 -1.37 -0.77
N 1.628 2.974 2.141 1.35 -2.94 1.09
O 1.998 1.611 2.249 0.20 3.56 0.34
O 0.586 3.078 1.500 -0.51 1.63 -0.39
```
Forces are in eV/Å.

## Properties
total charge: -1
E_tot: -835.8101 hartree
gap between HOMO and LUMO (spin up / spin down): 0.223 / 0.232 hartree
molecular weight: 296.997 g/mol

---

[9]
C8H10N2O | wB97M-V/def2-TZVPD

```
21
Properties=species:S:1:pos:R:3:forces:R:3
C -2.194 0.643 0.930 -1.53 -2.53 0.88
N -1.662 0.241 -0.354 0.70 1.23 0.57
C -2.221 -0.984 -0.787 0.69 -0.26 -3.26
C -0.250 0.198 -0.277 1.42 1.55 0.67
C 0.457 -0.895 0.181 1.13 1.45 -1.44
C 1.838 -0.906 0.102 -0.65 -2.03 1.21
C 2.584 0.197 -0.137 0.70 1.76 -0.89
N 4.018 0.334 -0.210 -0.21 -2.15 1.02
O 4.542 -0.688 0.191 0.65 0.79 -0.45
C 1.922 1.371 -0.332 -1.26 3.29 -0.49
C 0.525 1.371 -0.421 1.03 -2.65 0.39
H -3.284 0.460 0.981 0.25 0.59 -0.57
H -1.996 1.636 1.199 0.51 1.29 0.38
H -1.890 -0.105 1.718 0.39 0.86 -0.25
H -2.721 -1.516 -0.064 -1.16 -1.30 2.01
H -1.404 -1.607 -1.170 -0.47 -0.11 -0.09
H -2.917 -0.831 -1.631 0.13 0.00 0.32
H -0.044 -1.696 0.574 -1.05 -2.19 0.58
H 2.264 -1.842 0.385 0.78 -0.36 0.04
H 2.450 2.400 -0.399 -0.69 -2.10 0.01
H -0.018 2.222 -0.482 -1.35 2.85 -0.63
```
Forces are in eV/Å.

## Properties
total charge: 0
E_tot: -495.4547 hartree
gap between HOMO and LUMO: 0.307 hartree
molecular weight: 150.181 g/mol
structure (SMILES): CN(C)c1ccc(N=O)cc1

---

[10]
C8H10N2O | wB97M-V/def2-TZVPD

```
21
Properties=species:S:1:pos:R:3:forces:R:3
O 2.944 1.284 -1.005 -0.20 0.18 -0.28
C 3.153 0.294 -0.055 -0.45 -0.40 0.22
C 2.734 -1.127 -0.300 0.16 0.05 0.01
C 2.001 -0.306 0.732 0.12 0.02 0.28
C 0.586 0.117 0.548 -0.05 -0.11 -0.14
C -0.422 -0.666 0.142 1.07 0.29 0.07
C -1.791 -0.256 -0.003 -0.54 0.15 -0.05
N -2.717 -0.970 -0.609 0.68 -0.40 0.03
C -3.855 -0.246 -0.553 -0.29 0.48 0.16
C -3.633 0.935 0.102 -0.38 -0.05 -0.17
N -2.314 0.924 0.445 0.30 -0.14 0.06
H 2.135 1.081 -1.489 0.03 0.05 -0.01
H 4.083 0.489 0.464 -0.09 -0.11 0.05
H 3.373 -1.932 0.021 0.12 -0.11 0.09
H 2.206 -1.334 -1.219 -0.07 0.08 -0.11
H 2.234 -0.518 1.774 0.07 -0.04 -0.07
H 0.395 1.149 0.826 -0.12 0.10 0.00
H -0.235 -1.691 -0.145 0.05 -0.10 -0.04
H -4.766 -0.611 -0.984 -0.22 0.01 -0.05
H -4.282 1.750 0.344 -0.11 0.16 0.05
H -1.828 1.635 0.966 -0.05 -0.10 -0.07
```
Forces are in eV/Å.

## Properties
total charge: 0
E_tot: -495.5425 hartree
gap between HOMO and LUMO: 0.328 hartree
molecular weight: 150.181 g/mol
structure (SMILES): O[C@@H]1C[C@@H]1/C=C/c1ncc[nH]1

---

[11]
C8H10N2O2 | wB97M-V/def2-TZVPD

```
22
Properties=species:S:1:pos:R:3:forces:R:3
C 1.815 0.069 0.018 -2.32 0.65 -0.18
C 1.643 -1.390 0.141 -1.17 -0.11 -0.98
C 0.719 1.124 -0.241 -2.60 -0.79 0.26
C 0.290 -1.876 -0.352 -0.26 -1.38 0.07
C -0.659 -0.777 -0.862 2.72 0.78 0.54
C -0.670 0.494 0.002 0.37 0.79 -1.05
C -1.813 1.340 -0.507 -1.11 1.65 -2.41
C -0.835 0.310 1.474 -1.18 -0.54 1.54
N 3.976 1.027 0.131 8.68 1.85 0.48
N 2.911 0.694 0.111 -4.34 -0.18 -0.22
O 2.551 -2.106 0.467 0.34 -0.17 0.36
O 0.890 2.273 -0.556 0.83 -0.71 0.13
H 0.510 -2.603 -1.160 -0.01 0.42 0.24
H -0.164 -2.556 0.420 0.29 0.90 -0.40
H -0.316 -0.407 -1.875 -1.01 -0.86 0.76
H -1.648 -1.051 -0.717 -1.93 -1.20 -0.93
H -2.890 0.992 -0.555 1.37 -0.79 0.55
H -1.651 1.587 -1.654 -0.05 0.11 2.40
H -1.925 2.221 0.148 0.41 0.16 -0.85
H -1.462 -0.589 1.609 -0.31 0.50 0.23
H -1.346 1.223 1.966 1.10 -1.58 -0.66
H 0.075 0.000 1.991 0.16 0.51 0.14
```
Forces are in eV/Å.

## Properties
total charge: 0
E_tot: -570.6389 hartree
gap between HOMO and LUMO (spin up / spin down): 0.245 / 0.264 hartree
multiplicity: 3
molecular weight: 166.180 g/mol

---

[12]
C8H10N2O2S | wB97M-V/def2-TZVPD

```
23
Properties=species:S:1:pos:R:3:forces:R:3
C 4.047 -0.321 -0.060 -0.99 -0.02 -0.42
C 2.892 0.303 -0.329 0.71 0.47 0.50
N 2.718 1.680 -0.288 -0.07 -0.13 -0.24
O 1.759 -0.348 -0.777 -0.92 -0.33 0.11
S 0.571 -0.773 0.338 0.53 -1.21 0.85
N 0.314 -2.258 0.232 -0.44 1.04 -0.45
O 1.000 -0.154 1.570 0.02 0.23 -0.33
C -1.040 -0.130 -0.072 0.46 -0.11 -0.12
C -1.805 -0.773 -1.026 -0.17 0.00 -0.22
C -3.165 -0.510 -1.078 0.13 0.01 -0.04
C -3.738 0.376 -0.177 0.05 0.05 0.07
C -2.954 1.027 0.762 -0.01 -0.02 -0.10
C -1.594 0.769 0.818 0.22 0.20 0.12
H 4.148 -1.382 -0.183 -0.07 -0.21 -0.01
H 4.913 0.249 0.214 0.19 0.18 0.10
H 3.404 2.177 0.256 -0.12 0.01 0.03
H 1.767 1.971 -0.130 0.07 0.08 0.12
H 1.059 -2.846 0.549 0.61 -0.21 0.12
H -1.343 -1.497 -1.675 -0.02 -0.13 -0.10
H -3.786 -1.021 -1.797 -0.02 -0.05 -0.10
H -4.804 0.542 -0.193 -0.10 0.05 -0.04
H -3.399 1.706 1.472 -0.03 0.06 0.04
H -0.963 1.212 1.573 -0.01 0.05 0.10
```
Forces are in eV/Å.

## Properties
total charge: 0
E_tot: -968.9414 hartree
gap between HOMO and LUMO: 0.325 hartree
molecular weight: 198.247 g/mol
structure (SMILES): C=C(N)O[S@@](=N)(=O)c1ccccc1